Entry 1:
Below is a cluster of 7 separate species, C19H56N4O7 in total in a non-equilibrium geometry, with properties calculated with ωB97M-V/def2-TZVPD.

Properties
Lowest unoccupied orbital energy ... 0.5 eV
Frontier orbital gap ... 9.4 eV
ΔE to the lowest compared entry with this formula, charge and spin ... 136.7 kJ/mol
SMILES string ... COC[C@H](C)N.COC[C@H](C)N.COC[C@H](C)N.COC[C@H](C)N.CO.CO.CO

Geometry as XYZ:
```
86
Properties=species:S:1:pos:R:3:forces:R:3:lowdin_charge:R:1
N -1.698248 -0.898261 2.320252 -0.0661 1.1519 -0.4898 0.06
C -1.481471 -1.500817 -5.713611 -1.6988 -1.4096 -1.5965 -0.14
C -0.038770 4.150653 -1.194036 -0.3188 -0.8960 1.0786 -0.39
O -4.622897 0.278293 0.260717 -0.3512 -1.8400 0.7185 -0.17
H -0.067433 2.082312 -0.442000 -0.4879 0.9514 -0.0468 0.08
H -2.183806 -4.243283 -2.841639 -0.4688 -0.1019 0.2667 0.07
C 4.429328 -4.382877 0.123636 0.5162 -0.2273 1.7851 -0.12
H -1.621345 4.690462 -2.477693 -0.1788 -0.6071 0.1621 0.09
C -4.167668 1.500474 -0.135048 -0.8108 0.8367 -0.6910 -0.14
H -1.001018 -5.431831 -2.403668 -0.7765 0.6124 -0.0183 0.06
C -0.082541 2.635304 3.518503 0.0282 0.3808 -1.3600 -0.10
O -1.088125 2.376835 2.502662 0.4060 -1.1222 0.8924 -0.14
H -4.223981 2.200238 0.672938 0.1689 0.7931 0.6155 0.09
O 3.154969 -3.887683 0.466343 -0.9447 0.8290 -1.0020 -0.20
H 1.484107 -2.201145 5.714609 0.5603 -0.7465 -0.2278 0.08
C -2.407664 -0.425324 1.092090 0.4433 -0.7025 0.7606 -0.42
C 3.407579 3.324374 0.906934 -0.0497 -1.9009 -0.1085 -0.18
C 1.790610 -2.578603 4.714299 -1.0675 0.2707 0.9272 -0.21
H -2.414615 6.130082 2.238645 -0.3302 -0.5643 -0.3438 0.08
H 2.475503 -3.447772 4.753363 0.1655 0.6765 0.0866 0.08
H -3.188097 1.471679 -0.546099 1.1291 0.0332 -0.3261 0.06
O -1.435345 -2.316432 -4.579753 1.6254 -0.6393 -0.0941 -0.18
H -1.207828 -1.486129 -0.457250 0.0707 -0.0322 0.4073 0.05
H 1.055400 -3.587308 1.588932 0.0857 0.4678 -0.1481 0.10
H 3.192477 2.478727 0.199360 0.1435 0.3296 0.5614 0.06
H 0.599543 5.706662 0.223154 0.2503 -0.2223 0.0899 0.12
C -3.906120 -0.224983 1.369057 -0.1831 -0.1954 0.4766 -0.20
H 4.582185 -5.312831 0.719002 -0.1301 0.6235 -0.3645 0.10
H 2.013185 -1.542067 3.078560 0.0406 -0.1568 1.2144 0.04
H 0.881262 2.881383 3.049657 -0.2955 -0.0666 0.1768 0.06
H -1.182181 7.117259 1.431424 -0.2534 -1.3065 0.2306 0.10
H 3.913496 4.047894 0.240655 -0.0776 0.2192 0.8318 0.07
N 0.980839 -2.567619 1.571772 2.2101 -0.8409 0.4679 0.08
H -1.007721 3.032233 -2.743964 -0.3241 0.0634 0.4085 0.09
H 0.053571 1.740879 4.103896 -0.2012 -0.3102 0.1923 0.07
C -1.425641 6.066940 1.802771 1.1774 0.7203 -1.8838 -0.05
H 0.855494 -5.300238 -2.033397 0.1684 0.8518 -0.2534 0.08
C -0.308729 5.373075 -0.278945 0.1166 -0.8033 0.8437 -0.19
H -4.155724 0.362775 2.297002 0.6647 -0.0885 -0.7589 0.14
H -0.110900 -3.895673 -5.171212 -0.2295 0.6242 0.0849 0.13
H -2.284675 -1.453902 2.925763 -0.3243 -0.2842 -0.0822 0.07
O -1.314693 5.072351 0.695758 -0.4620 0.9428 1.2419 -0.21
H 4.646041 -4.642671 -0.900906 -0.5411 0.2085 -0.7368 0.07
H -0.264848 -2.775526 -2.428568 -0.3655 0.2217 0.9822 0.10
H -1.538806 -0.027285 2.833839 0.2671 -0.3902 0.1211 0.06
H 1.882138 -0.137387 -0.606777 -0.4739 -0.1432 1.0837 0.10
H -0.708861 5.835286 2.585054 0.1844 -0.1902 0.0391 0.07
C 1.505619 -0.496375 0.402078 1.4885 1.0096 -0.7967 -0.05
N -1.270642 -4.624183 -2.961093 0.4550 -0.1182 -0.2092 0.05
H -0.381994 3.466753 4.139691 -0.1450 0.1697 0.3979 0.07
H -0.631478 6.195043 -0.900316 -0.2882 0.3597 -0.4092 0.12
H -0.709384 -0.795482 -5.794709 1.1722 1.2821 0.3909 0.06
O 2.200406 3.752389 1.509446 0.8077 0.6120 0.2781 -0.18
C -0.178526 -3.048137 -4.452576 -0.1764 -0.0061 -0.0955 -0.19
H -1.366562 3.175083 2.071163 0.1334 0.8245 -0.3244 0.03
H -4.297857 -1.225897 1.570904 -0.1862 -0.0280 -0.1197 0.12
C -0.200998 -3.652149 -3.049627 0.5868 -1.0357 -0.7890 -0.46
H 0.722016 -2.382285 -4.588383 -0.8952 -0.3168 0.0863 0.14
H 3.470796 -1.987387 1.173702 0.3616 0.0777 0.0976 0.12
C -2.226486 -1.385933 -0.078069 -0.2867 -0.2133 0.2901 -0.04
H 0.730937 4.464558 -1.868045 0.5298 0.3887 -0.5042 0.13
H 0.520535 -0.109248 0.578204 -0.5909 0.1386 0.0426 0.04
H -2.470306 -1.048392 -5.742975 0.0906 0.4226 0.3257 0.09
N 0.497562 2.932731 -0.521306 -0.1517 0.3059 0.7529 0.06
H 1.498699 -4.959007 -3.649796 -0.5108 0.7330 0.9256 0.10
C 1.067848 -4.451568 -2.726977 0.6874 -0.7770 -0.9015 -0.06
H -2.059360 3.415602 -1.239336 0.9211 0.2991 -1.1664 0.09
H 5.174174 -3.655171 0.457987 0.2647 -0.1017 -0.0524 0.08
H 3.484428 -2.065381 -0.585254 -0.0069 -0.1996 -0.2912 0.13
H 1.317991 2.611069 -0.977505 0.8427 -0.0601 -0.5021 0.05
H 2.178382 -0.045622 1.191532 -0.6396 -0.6257 -0.7223 0.11
C -1.259645 3.772569 -1.969307 -1.3845 0.4883 -0.0377 -0.07
H 0.057436 -2.307570 1.611321 -2.8255 0.7254 0.6003 0.01
H -1.903440 0.505054 0.845405 -0.1221 0.2489 0.0248 0.10
H -2.660786 -2.372575 0.138349 0.3059 0.1182 0.0870 0.09
H -2.802683 -0.996706 -0.887952 -0.4835 0.2368 -0.8038 0.07
H -1.459838 -2.031222 -6.709172 0.1987 -0.2533 0.9242 0.10
C 1.546624 -1.997179 0.380525 0.3812 -1.9208 -1.0734 -0.47
H 0.863931 -2.956611 4.289629 -0.2184 -0.1174 -0.2952 0.05
H 1.440787 3.489351 0.960318 0.0071 -0.2236 -0.3739 0.01
O 2.218430 -1.422926 4.048690 0.3910 -0.0219 -1.6208 -0.16
H 1.058432 -2.453421 -0.527403 0.0876 0.8175 0.3999 0.12
H 4.075673 2.861289 1.710611 -0.6194 1.0249 -1.1341 0.10
C 2.989673 -2.447380 0.307743 0.8776 -0.6101 0.7219 -0.19
H 1.838169 -3.825135 -2.283830 0.1552 -0.0706 0.0047 0.05
H -4.836536 1.812931 -0.919749 -0.2262 0.3964 -0.3425 0.10
```
Forces are in eV/Å.

***

Entry 2:
Below is a cluster of 9 separate species, C19H56N4O9 in total in a non-equilibrium geometry, with properties calculated with ωB97M-V/def2-TZVPD.

Properties
Lowest unoccupied orbital energy ... 0.2 eV
Frontier orbital gap ... 8.9 eV
ΔE to the lowest compared entry with this formula, charge and spin ... 810.5 kJ/mol
SMILES string ... NC(N)=O.NC(N)=O.CC(C)O.CC(C)O.CC(C)O.CC(C)O.CC(C)O.CO.CO

Geometry as XYZ:
```
88
Properties=species:S:1:pos:R:3:forces:R:3:lowdin_charge:R:1
C -10.489082 19.458219 -18.590892 -0.9766 -0.1711 -0.8953 -0.02
H -14.337410 10.478770 -18.912359 0.8302 0.6195 -0.1565 0.09
C -13.457009 15.748871 -18.699060 1.8041 2.8216 -2.2912 -0.02
H -11.799118 13.211085 -17.700302 0.4122 -0.3766 0.2147 0.06
H -12.121218 10.597841 -15.602347 0.7092 0.2943 -0.1517 0.07
H -14.846768 8.840495 -16.077854 -0.5712 -0.4200 0.4334 0.11
N -16.512461 11.746207 -20.219249 -4.4831 -1.4241 1.8560 0.13
H -9.769728 19.940410 -16.181587 -0.1052 -0.1239 -0.1551 0.12
O -11.123128 13.029430 -17.003188 -0.5953 -1.0491 -0.3313 -0.13
H -9.608370 17.727249 -21.107445 -0.1069 -0.1106 -0.0966 0.06
H -12.550205 10.221488 -18.785649 -0.2618 -0.5653 -0.0872 0.07
H -15.529198 15.380748 -16.739496 0.2798 0.2673 0.7815 0.12
H -7.661036 15.430935 -21.285906 1.3242 1.4015 -0.6284 0.14
C -8.103322 16.414205 -19.455776 2.7812 2.1758 -1.0529 -0.03
C -10.359660 17.618484 -16.844215 0.7694 -2.0584 0.3458 -0.08
O -12.525952 13.833495 -19.354176 -0.3580 -9.8154 1.7404 -0.06
H -11.291726 10.903960 -20.684785 -0.2906 -0.8668 -0.5430 0.08
N -13.580172 16.991983 -15.037817 4.1668 2.3579 2.8715 0.20
H -12.049424 15.239018 -12.579690 0.1638 0.6352 1.0107 0.07
O -15.149317 17.913290 -16.434713 2.8637 -5.1601 2.2176 -0.14
C -13.735334 9.895224 -16.976195 9.7627 2.3234 -0.3774 -0.59
H -8.591175 14.208597 -20.079533 -0.2640 -0.0170 0.1142 0.13
C -11.648917 14.568566 -13.294324 2.7500 -0.9156 -0.3883 -0.03
N -14.893686 15.578079 -15.961391 -2.5360 -2.8768 -1.8546 0.16
H -10.686965 18.825500 -19.511999 0.2792 0.7030 1.2430 0.09
H -10.897094 13.848076 -12.939141 -0.1004 0.6617 0.8678 0.10
H -13.298773 16.827239 -18.862479 0.2158 0.0075 0.3194 0.10
H -8.927908 16.723510 -18.900448 -1.4422 0.9094 0.7756 0.03
O -9.165997 14.817922 -20.554879 -6.1014 -6.9267 1.1695 -0.03
H -13.656608 10.278819 -14.834382 0.3717 0.4071 -0.7114 0.09
H -7.322338 17.228333 -19.585446 -1.0651 -0.6248 0.4134 0.12
H -10.778466 17.288569 -15.886652 -0.3140 0.1346 -0.2253 0.07
H -11.444557 15.236329 -19.607974 0.0416 2.1860 0.0264 0.12
H -9.456783 19.566314 -18.372525 1.4846 0.1796 -0.7067 0.06
H -13.253876 16.280867 -14.422117 0.4150 -0.0334 0.0993 0.08
H -12.567046 14.657384 -21.757410 1.7177 -2.4142 -2.4496 0.02
H -12.398082 13.608299 -15.640575 1.1303 -0.7570 -1.5526 0.05
H -11.303156 14.914804 -16.471381 0.3177 0.8682 -0.0982 0.05
H -16.516981 10.822204 -20.593637 -0.3716 -0.3172 -0.2869 0.10
H -9.852931 16.464448 -22.373967 0.2930 0.3225 0.4536 0.10
H -9.595335 11.286818 -20.306967 0.3644 -0.1258 -0.5409 0.09
H -10.677064 16.962243 -17.607831 -0.3712 -1.5077 -0.6820 0.03
H -14.016505 15.384074 -21.395634 0.4896 -0.2051 0.7744 0.09
H -17.141215 11.946705 -19.338768 2.0642 -0.6618 -2.6399 0.17
O -10.709137 19.760907 -16.309863 0.6167 5.1335 4.5660 0.00
H -10.895893 20.477745 -18.717002 0.0111 -0.5537 -0.1234 0.09
H -12.614525 16.411524 -21.475989 0.1518 -1.2061 0.5377 0.10
C -10.507662 14.264660 -16.833596 0.1034 1.6657 -0.0166 -0.16
H -9.739350 14.292342 -16.033470 -0.1858 -0.5285 -0.7051 0.11
H -15.938581 13.811152 -19.041958 0.2713 -0.4595 -0.4043 0.12
C -13.953836 13.976999 -13.090771 -0.7742 0.3710 2.0405 -0.03
H -12.045473 18.727947 -17.242492 0.2734 0.2050 -0.2585 0.15
H -9.270120 17.388848 -16.702255 -0.4668 1.2275 -0.4768 0.11
O -14.893916 9.603210 -16.635494 -10.4790 -1.3666 0.4466 0.02
C -10.614495 11.647700 -20.340787 0.4131 -0.1372 -0.6067 -0.11
H -13.278606 17.946037 -15.031906 0.4779 0.2392 0.7364 0.13
H -7.638855 15.653444 -18.891554 0.7613 -1.0783 0.7019 0.07
C -10.952143 18.916852 -17.258205 -1.3711 -3.0857 -2.5170 -0.62
C -12.925775 15.371774 -21.151634 -1.9810 3.2265 1.4212 -0.01
H -14.486372 15.735504 -18.998417 -0.6496 -0.8471 0.3613 0.07
O -13.028514 13.969074 -15.051187 -2.6516 2.9994 -8.7489 -0.06
H -10.017270 13.297639 -21.331287 -0.3712 -0.1192 0.2931 0.07
C -12.520265 15.033367 -19.687260 -0.5598 9.2539 -1.5200 -0.59
H -13.248946 8.922735 -17.030823 1.4828 0.0138 -0.3395 0.13
C -12.717455 13.729530 -13.869447 0.7682 -4.2670 6.4934 -0.66
O -14.517734 12.079254 -21.442354 -4.8184 1.9056 3.9541 -0.12
H -8.336369 17.385934 -22.319283 -0.5407 -0.2559 0.6282 0.10
H -10.866765 11.766090 -19.317902 -0.3543 0.8316 1.1764 0.04
C -14.534020 16.826329 -15.837478 -6.0277 4.9749 -4.8153 -0.68
H -14.112121 15.043598 -13.140937 -0.1047 0.6824 0.0880 0.07
H -14.340686 13.826045 -19.669147 0.2392 0.0255 -0.1600 0.04
N -15.243540 13.408401 -19.666099 0.1667 3.3069 1.5572 0.17
C -8.515605 15.885337 -20.785010 5.2389 4.2409 -1.1709 -0.62
O -10.827664 12.788253 -21.163512 0.1970 0.0623 0.1594 -0.11
H -13.168587 15.567830 -17.706725 -0.2001 -0.5640 1.3286 0.04
C -15.476524 12.471760 -20.525933 6.2614 -3.0248 -3.9555 -0.64
H -13.468033 11.747316 -15.827201 -0.0462 0.0918 -0.0772 0.06
H -13.125716 11.633247 -18.197895 -0.2924 2.3050 0.4358 0.02
H -13.808689 13.798262 -11.996214 -0.5235 -0.3508 -0.9186 0.11
H -14.864540 13.611409 -13.557221 0.0429 -0.8240 0.3675 0.10
H -11.849774 13.475323 -19.946664 0.0470 -1.4719 -0.4643 0.07
C -13.425243 10.650529 -18.299713 -1.7287 -3.0018 -0.0689 0.01
H -11.066895 15.111532 -14.041874 -0.3679 0.2286 -0.2304 0.08
C -13.178949 10.704566 -15.758798 0.0288 -0.9477 0.6581 -0.03
H -12.461760 12.625304 -13.945057 0.2264 0.6319 1.5914 0.16
H -10.140423 14.682969 -17.803013 0.0860 -0.2841 0.7793 0.08
H -14.299783 14.789346 -15.651918 -0.4151 0.9815 -0.2628 0.07
C -9.125243 16.930002 -21.674571 -0.4429 0.0182 -1.3069 -0.01
```
Forces are in eV/Å.